The following is a DFT calculation (ωB97M-V/def2-TZVPD) of a molecular structure, C30H33F3N5OPtSe.

```
! RIJCOSX wB97M-V def2-TZVPD def2/J DEFGRID3
* xyz 1 3
Pt 1.474 0.408 -1.462
O 1.374 2.255 -2.338
C 2.239 2.765 -3.216
C 2.502 4.140 -3.152
C 3.371 4.748 -4.027
C 3.997 4.006 -5.032
C 3.730 2.663 -5.123
C 2.869 2.018 -4.220
C 2.673 0.579 -4.308
N 2.071 -0.210 -3.425
C 2.174 -1.515 -3.879
C 2.829 -1.515 -5.058
N 3.130 -0.194 -5.317
H 1.997 4.700 -2.375
H 3.576 5.807 -3.930
H 4.686 4.475 -5.721
H 4.217 2.097 -5.909
H 1.765 -2.345 -3.329
H 3.105 -2.314 -5.722
H 3.622 0.141 -6.126
C 1.954 -4.232 2.574
C 0.608 -3.739 3.103
C -0.547 -3.993 2.136
C -0.555 -3.067 0.921
N -0.682 -1.660 1.311
C 0.263 -0.709 1.250
Se 1.983 -0.919 0.470
N -0.235 0.424 1.769
C 0.458 1.720 1.853
C 1.552 1.740 2.916
C 1.086 1.340 4.315
C 0.171 2.369 4.976
C -1.571 0.215 2.117
C -2.545 1.069 2.625
C -3.810 0.540 2.800
C -4.097 -0.799 2.485
C -3.122 -1.648 1.999
C -1.853 -1.108 1.823
H 2.729 -4.137 3.336
H 2.285 -3.666 1.701
H 1.894 -5.286 2.292
H 0.667 -2.671 3.341
H 0.385 -4.249 4.041
H -1.499 -3.897 2.664
H -0.491 -5.018 1.762
H -1.397 -3.302 0.268
H 0.361 -3.165 0.344
H -0.304 2.469 2.058
H 0.887 1.939 0.877
H 1.960 2.755 2.938
H 2.357 1.078 2.596
H 1.973 1.206 4.937
H 0.587 0.366 4.277
H 0.642 3.355 4.992
H -0.044 2.089 6.008
H -0.788 2.461 4.462
H -2.335 2.100 2.873
H -4.596 1.173 3.189
H -5.102 -1.172 2.627
H -3.343 -2.680 1.762
F -5.507 -0.551 -2.789
C -5.053 -0.359 -1.546
F -5.378 -1.444 -0.823
F -5.694 0.689 -1.023
C -3.556 -0.163 -1.540
C -2.988 0.993 -1.046
C -1.605 1.074 -1.004
N -0.819 0.077 -1.403
C -1.376 -1.024 -1.920
C -2.742 -1.183 -2.012
H -3.598 1.811 -0.690
H -1.109 1.965 -0.638
H -0.698 -1.800 -2.252
H -3.164 -2.087 -2.432
*
```

The LUMO energy (spin up / spin down) comes out at -2.809 / -3.813 eV. The max |F| comes out at 0.8 eV/A. Its HOMO energy (spin up / spin down) is -10.04 / -10.02 eV. The value obtained for the gap between HOMO and LUMO (spin up / spin down) is 7.2 / 6.2 eV.

***

The following is a DFT calculation (ωB97M-V/def2-TZVPD) of a single HIS2 molecule.

```
! RIJCOSX wB97M-V def2-TZVPD def2/J DEFGRID3
* xyz 0 1
S -1.437 -0.953 0.556
S 2.061 1.737 0.282
I 1.205 -0.275 -0.279
H -1.829 -0.508 -0.558
*
```

The LUMO energy (spin up / spin down) comes out at -2.996 / -3.000 eV. The max |F| comes out at 3.2 eV/A. Its HOMO energy (spin up / spin down) is -8.95 / -8.95 eV. The value obtained for the gap between HOMO and LUMO (spin up / spin down) is 6.0 / 5.9 eV.

***

The following is a DFT calculation (ωB97M-V/def2-TZVPD) of 9 unconnected molecules or ions with the total composition C4H23NO10.

```
! RIJCOSX wB97M-V def2-TZVPD def2/J DEFGRID3
* xyz 0 1
O -1.956 3.866 -0.860
C -1.166 3.297 -1.581
N -0.040 2.669 -1.087
C 1.135 2.279 -1.941
C 1.709 0.947 -1.450
C 2.847 0.647 -2.342
O 3.158 1.147 -3.388
H -1.190 3.235 -2.680
H -0.227 2.077 -0.255
H 1.716 3.176 -1.969
H 0.794 2.176 -2.961
H 0.877 0.229 -1.508
H 2.006 1.026 -0.364
H 3.544 -0.168 -1.880
H -1.182 -0.843 -4.399
H -1.834 -1.464 -3.218
O -1.642 -0.608 -3.584
H 3.659 -2.834 0.952
H 2.203 -2.587 1.377
O 3.107 -2.340 1.523
H 1.524 0.770 2.755
H 2.838 0.274 3.284
O 1.982 0.625 3.591
H 0.328 -2.811 -0.022
H 0.028 -2.817 1.502
O 0.609 -3.197 0.819
H -2.730 -2.257 -0.224
H -2.704 -0.934 -1.048
O -2.890 -1.854 -1.100
H -1.664 2.316 1.718
H -1.454 0.946 2.374
O -0.935 1.665 1.962
H -2.896 -0.391 3.789
H -1.377 -0.795 3.739
O -2.112 -0.430 3.244
H -2.096 -1.635 2.223
H -2.213 -3.117 1.458
O -1.757 -2.286 1.550
*
```

The LUMO energy comes out at -0.439 eV. The max |F| comes out at 3.7 eV/A. Its HOMO energy is -9.50 eV. The value obtained for the gap between HOMO and LUMO is 9.1 eV. Its structure (SMILES) is O=CCCNC=O.O.O.O.O.O.O.O.O.

***

The following is a DFT calculation (ωB97M-V/def2-TZVPD) of a single C3H7NO4S molecule.

```
! RIJCOSX wB97M-V def2-TZVPD def2/J DEFGRID3
* xyz 0 1
C 0.839 -0.655 0.011
C -0.346 -0.743 -0.934
C 1.472 0.747 0.104
H 1.709 -2.474 0.458
H 1.975 -1.957 -1.099
H 0.490 -0.798 1.033
H -0.144 -0.158 -1.824
H -0.452 -1.803 -1.175
H -0.864 1.661 -0.178
H 3.035 -0.217 0.382
N 1.903 -1.662 -0.145
O -1.794 1.329 -0.360
O -1.765 -0.671 1.294
O 2.758 0.744 0.344
O 0.847 1.781 -0.016
S -1.952 -0.261 -0.110
*
```

The LUMO energy comes out at 0.364 eV. The max |F| comes out at 1.1 eV/A. Its HOMO energy is -9.67 eV. The value obtained for the gap between HOMO and LUMO is 10.0 eV.

***

The following is a DFT calculation (ωB97M-V/def2-TZVPD) of 2 unconnected molecules or ions with the total composition C36H30F8N2O3S.

```
! RIJCOSX wB97M-V def2-TZVPD def2/J DEFGRID3
* xyz 0 1
C -1.324 4.442 -4.318
N -1.008 3.801 -3.062
C -1.429 4.350 -1.887
O -2.072 5.394 -1.778
C -0.924 3.451 -0.752
C -2.013 2.913 0.166
C -2.906 3.995 0.678
C -4.208 4.145 0.202
F -4.668 3.274 -0.734
C -5.030 5.186 0.620
F -6.276 5.320 0.120
C -4.548 6.100 1.559
F -5.330 7.118 1.968
C -3.257 5.963 2.072
F -2.790 6.848 2.976
C -2.459 4.913 1.627
F -1.193 4.804 2.116
N -0.212 2.400 -1.471
C 0.356 1.389 -0.786
C 1.164 0.398 -1.326
C 1.867 -0.532 -0.555
C 3.041 -1.200 -1.059
C 4.109 -1.604 -0.208
C 5.239 -2.224 -0.722
C 5.357 -2.467 -2.099
C 4.336 -2.046 -2.963
C 3.194 -1.430 -2.457
C -0.199 2.586 -2.943
C -0.874 1.414 -3.673
C 1.211 2.848 -3.494
H -2.044 5.237 -4.114
H -0.433 4.879 -4.786
H -1.761 3.718 -5.011
H -0.216 4.040 -0.138
H -2.615 2.181 -0.385
H -1.531 2.415 1.019
H 0.179 1.392 0.294
H 1.289 0.382 -2.411
H 1.604 -0.673 0.497
H 4.017 -1.413 0.867
H 6.050 -2.504 -0.045
H 6.241 -2.966 -2.496
H 4.427 -2.183 -4.041
H 2.392 -1.130 -3.133
H -1.921 1.334 -3.349
H -0.843 1.595 -4.756
H -0.371 0.465 -3.469
H 1.506 3.877 -3.244
H 1.948 2.157 -3.076
H 1.197 2.733 -4.586
F -3.229 -1.653 6.815
C -3.288 -0.970 5.634
F -4.557 -1.121 5.148
F -3.133 0.361 5.937
C -2.251 -1.438 4.652
C -2.550 -1.425 3.294
C -1.585 -1.795 2.374
C -0.305 -2.270 2.788
C 0.596 -2.765 1.814
S 1.782 -3.929 2.290
C 1.910 -5.103 0.920
C 1.477 -6.426 1.066
C 1.663 -7.330 0.015
C 2.322 -6.932 -1.149
C 2.777 -5.615 -1.280
C 2.550 -4.700 -0.250
O 3.089 -3.304 2.351
O 1.332 -4.744 3.400
C -0.036 -2.260 4.200
C -1.008 -1.875 5.106
H -3.532 -1.103 2.956
H -1.796 -1.765 1.305
H 0.338 -2.762 0.753
H 1.009 -6.737 1.997
H 1.297 -8.352 0.123
H 2.493 -7.647 -1.954
H 3.319 -5.288 -2.167
H 2.892 -3.668 -0.337
H 0.943 -2.558 4.578
H -0.789 -1.909 6.173
*
```

The LUMO energy comes out at -2.634 eV. The max |F| comes out at 1.7 eV/A. Its HOMO energy is -5.92 eV. The value obtained for the gap between HOMO and LUMO is 3.3 eV.

***

The following is a DFT calculation (ωB97M-V/def2-TZVPD) of 2 unconnected molecules or ions with the total composition C3H11N3.

```
! RIJCOSX wB97M-V def2-TZVPD def2/J DEFGRID3
* xyz 2 1
C 0.824 -0.550 -2.256
C 0.002 -0.431 2.675
C -0.557 -0.015 1.456
N 1.997 -0.300 -1.741
N 0.142 0.062 -3.165
N -1.732 0.927 1.453
H -0.482 -1.432 2.924
H 1.026 -0.714 2.539
H -0.224 0.129 3.570
H 0.444 -1.404 -1.768
H 2.284 -0.916 -1.060
H 2.695 0.390 -2.163
H -0.778 -0.267 -3.428
H 0.283 1.065 -3.399
H -1.644 1.900 1.210
H -1.983 1.086 2.461
H -2.297 0.469 0.693
*
```

The LUMO energy comes out at -8.947 eV. The max |F| comes out at 4.7 eV/A. Its HOMO energy is -17.65 eV. The value obtained for the gap between HOMO and LUMO is 8.7 eV.

***

Q: Which formula does entry 3 have?
A: C4H23NO10

***

What did the fifth record say?
The following is a DFT calculation (ωB97M-V/def2-TZVPD) of 2 unconnected molecules or ions with the total composition C36H30F8N2O3S.

```
! RIJCOSX wB97M-V def2-TZVPD def2/J DEFGRID3
* xyz 0 1
C -1.324 4.442 -4.318
N -1.008 3.801 -3.062
C -1.429 4.350 -1.887
O -2.072 5.394 -1.778
C -0.924 3.451 -0.752
C -2.013 2.913 0.166
C -2.906 3.995 0.678
C -4.208 4.145 0.202
F -4.668 3.274 -0.734
C -5.030 5.186 0.620
F -6.276 5.320 0.120
C -4.548 6.100 1.559
F -5.330 7.118 1.968
C -3.257 5.963 2.072
F -2.790 6.848 2.976
C -2.459 4.913 1.627
F -1.193 4.804 2.116
N -0.212 2.400 -1.471
C 0.356 1.389 -0.786
C 1.164 0.398 -1.326
C 1.867 -0.532 -0.555
C 3.041 -1.200 -1.059
C 4.109 -1.604 -0.208
C 5.239 -2.224 -0.722
C 5.357 -2.467 -2.099
C 4.336 -2.046 -2.963
C 3.194 -1.430 -2.457
C -0.199 2.586 -2.943
C -0.874 1.414 -3.673
C 1.211 2.848 -3.494
H -2.044 5.237 -4.114
H -0.433 4.879 -4.786
H -1.761 3.718 -5.011
H -0.216 4.040 -0.138
H -2.615 2.181 -0.385
H -1.531 2.415 1.019
H 0.179 1.392 0.294
H 1.289 0.382 -2.411
H 1.604 -0.673 0.497
H 4.017 -1.413 0.867
H 6.050 -2.504 -0.045
H 6.241 -2.966 -2.496
H 4.427 -2.183 -4.041
H 2.392 -1.130 -3.133
H -1.921 1.334 -3.349
H -0.843 1.595 -4.756
H -0.371 0.465 -3.469
H 1.506 3.877 -3.244
H 1.948 2.157 -3.076
H 1.197 2.733 -4.586
F -3.229 -1.653 6.815
C -3.288 -0.970 5.634
F -4.557 -1.121 5.148
F -3.133 0.361 5.937
C -2.251 -1.438 4.652
C -2.550 -1.425 3.294
C -1.585 -1.795 2.374
C -0.305 -2.270 2.788
C 0.596 -2.765 1.814
S 1.782 -3.929 2.290
C 1.910 -5.103 0.920
C 1.477 -6.426 1.066
C 1.663 -7.330 0.015
C 2.322 -6.932 -1.149
C 2.777 -5.615 -1.280
C 2.550 -4.700 -0.250
O 3.089 -3.304 2.351
O 1.332 -4.744 3.400
C -0.036 -2.260 4.200
C -1.008 -1.875 5.106
H -3.532 -1.103 2.956
H -1.796 -1.765 1.305
H 0.338 -2.762 0.753
H 1.009 -6.737 1.997
H 1.297 -8.352 0.123
H 2.493 -7.647 -1.954
H 3.319 -5.288 -2.167
H 2.892 -3.668 -0.337
H 0.943 -2.558 4.578
H -0.789 -1.909 6.173
*
```

The LUMO energy comes out at -2.634 eV. The max |F| comes out at 1.7 eV/A. Its HOMO energy is -5.92 eV. The value obtained for the gap between HOMO and LUMO is 3.3 eV.

***

Q: What is the formula in the third record?
A: C4H23NO10

***

Q: The lowest max |F| belongs to which entry?
A: C30H33F3N5OPtSe